DFT (ωB97M-V with the def2-TZVPD basis set) results for C3H7NS in the gas phase in a non-equilibrium geometry.

total energy: -571.385145 a.u.
HOMO: -9.01 eV
relative energy (zero: lowest compared OMol25 entry of this formula, charge and spin): 33.75 kcal/mol
E_LUMO: 0.9842 eV
SMILES: SC1CNC1
frontier orbital gap: 9.990 eV

```
12
Properties=species:S:1:pos:R:3:forces:R:3:lowdin_charge:R:1
C -0.2303 -0.2678 0.7027 0.38 -0.71 -0.42 -0.63
C 0.3544 0.9764 0.0189 -0.06 0.76 0.32 -0.24
C -0.6473 -0.6837 -0.7956 -0.95 -1.41 1.06 -0.22
H 1.6801 -0.5567 2.2039 -0.56 -0.34 -0.33 -0.14
H -1.0371 0.0677 1.3477 -0.40 -0.37 -0.33 0.09
H 1.4229 0.8450 -0.2501 -0.53 0.07 -0.09 0.11
H 0.1586 1.9637 0.4755 0.57 -0.53 0.26 0.11
H -0.3375 0.9505 -1.9603 0.18 0.68 -0.66 0.09
H 0.0829 -1.4018 -1.3020 0.02 1.55 0.65 0.12
H -1.6045 -1.2200 -1.0459 0.41 0.82 0.80 0.10
N -0.6487 0.7697 -1.0282 0.50 -1.01 -1.30 -0.07
S 0.8064 -1.4429 1.6335 0.45 0.49 0.04 0.69
```
Forces are in eV/Å.